--- w ---
A single C2H5BrN2O molecule. Source: the Open Molecules 2025 dataset; level of theory: wB97M-V/def2-TZVPD.

As for the structure (SMILES): CC(=O)N(N)Br. The value obtained for the HOMO energy is -9.58 eV. The LUMO energy comes out at 0.08 eV. The molecular weight comes out at 153.0 g/mol. The HOMO-LUMO gap is 9.66 eV.

Element x y z (Å)
C1 -0.258 1.052 -0.082
C2 1.181 0.877 -0.045
N1 0.000 -1.671 0.135
N2 -0.807 -0.189 -0.133
O1 -0.977 2.053 -0.092
Br1 -2.655 -0.395 -0.207
H1 1.521 1.850 0.036
H2 1.269 0.214 0.920
H3 1.494 0.385 -0.935
H4 -0.404 -2.240 -0.640
H5 -0.363 -1.937 1.044


--- x ---
A 2-piece molecular cluster, C2H5BrN2O overall. Source: the Open Molecules 2025 dataset; level of theory: wB97M-V/def2-TZVPD.

The value obtained for the HOMO energy (spin up / spin down) is -8.92 / -8.86 eV. The LUMO energy (spin up / spin down) comes out at -0.95 / -1.04 eV. The molecular weight comes out at 153.0 g/mol. The HOMO-LUMO gap (spin up / spin down) is 7.97 / 7.82 eV.

Element x y z (Å)
C1 -0.050 1.127 0.427
C2 0.228 -1.854 -0.021
N1 -0.606 2.353 0.278
N2 -0.869 0.053 0.708
O1 1.122 0.961 0.501
Br1 -2.429 -0.170 -0.233
H1 1.136 -1.442 -0.247
H2 0.059 -2.469 0.887
H3 -0.353 -1.870 -0.875
H4 -1.548 2.589 0.378
H5 -0.015 3.125 0.486


Which structure loses on stability? x does.


--- w ---
A 2-piece molecular cluster, C5H13ISi overall. Source: the Open Molecules 2025 dataset; level of theory: wB97M-V/def2-TZVPD.

The value obtained for the HOMO energy is -7.54 eV. The LUMO energy comes out at -1.38 eV. The molecular weight comes out at 228.1 g/mol. The HOMO-LUMO gap is 6.16 eV.

Element x y z (Å)
C1 1.209 2.344 0.400
C2 -0.007 -2.913 0.417
C3 -0.277 0.309 -2.036
C4 -0.059 1.659 0.756
C5 0.127 -1.489 1.004
Si1 -0.309 -0.030 -0.126
I1 -4.190 0.448 -0.571
H1 1.886 1.992 1.185
H2 1.451 1.978 -0.647
H3 1.391 3.429 0.272
H4 0.733 -3.117 -0.474
H5 0.521 -3.585 1.140
H6 -1.057 -3.112 0.299
H7 0.709 0.231 -2.525
H8 -1.036 -0.476 -2.418
H9 -0.565 1.347 -2.123
H10 -0.948 2.201 0.333
H11 -0.362 1.401 1.860
H12 1.192 -1.220 1.266
H13 -0.410 -1.397 1.988


--- x ---
A single C5H13ISi molecule. Source: the Open Molecules 2025 dataset; level of theory: wB97M-V/def2-TZVPD.

As for the structure (SMILES): CC[Si](C)(I)CC. The value obtained for the HOMO energy is -8.72 eV. The LUMO energy comes out at 0.23 eV. The molecular weight comes out at 228.1 g/mol. The HOMO-LUMO gap is 8.96 eV.

Element x y z (Å)
C1 -0.826 -2.169 0.847
C2 -1.329 1.714 0.428
C3 0.673 0.824 -2.089
C4 0.623 -1.894 0.234
C5 0.071 1.321 0.754
Si1 0.869 0.006 -0.262
I1 3.625 0.373 0.632
H1 -1.240 -1.503 1.639
H2 -1.412 -2.225 -0.091
H3 -0.760 -3.096 1.431
H4 -1.675 1.617 -0.694
H5 -2.078 0.989 0.868
H6 -1.465 2.662 0.736
H7 -0.322 0.576 -2.398
H8 0.985 1.790 -2.098
H9 1.393 0.486 -2.800
H10 0.637 -2.473 -0.694
H11 1.445 -2.218 0.971
H12 0.089 0.969 1.817
H13 0.696 2.250 0.770


Which structure loses on stability? w does.


--- w ---
An isolated ion of composition C5H11N4O and charge +1. Source: the Open Molecules 2025 dataset; level of theory: wB97M-V/def2-TZVPD.

As for the structure (SMILES): C/C(N)=C(/C=C=[NH2+])NON. The value obtained for the HOMO energy is -11.75 eV. The net charge is +1. The LUMO energy comes out at -4.20 eV. The molecular weight comes out at 143.2 g/mol. The HOMO-LUMO gap is 7.55 eV.

Element x y z (Å)
C1 0.763 1.116 -0.812
C2 1.813 1.499 -0.185
C3 -0.241 0.093 -0.776
C4 -0.035 -1.141 -0.088
C5 -1.036 -2.279 -0.079
N1 1.122 -1.167 0.656
N2 -1.543 0.364 -1.206
N3 -2.024 0.975 1.068
N4 3.090 1.583 0.024
O1 -2.240 1.246 -0.296
H1 0.486 2.076 -1.450
H2 1.746 -0.392 0.400
H3 -1.926 -2.000 0.520
H4 -0.652 -3.223 0.200
H5 -1.388 -2.307 -1.112
H6 1.268 -1.978 1.232
H7 -2.944 0.984 1.432
H8 -1.629 1.852 1.461
H9 3.863 1.081 -0.576
H10 3.574 2.135 0.684
H11 -2.066 -0.516 -1.098


--- x ---
C5H11N4O as an isolated structure. Source: the Open Molecules 2025 dataset; level of theory: wB97M-V/def2-TZVPD.

The value obtained for the HOMO energy is -13.68 eV. The net charge is +1. The LUMO energy comes out at -4.25 eV. The molecular weight comes out at 143.2 g/mol. The HOMO-LUMO gap is 9.42 eV.

Element x y z (Å)
C1 2.495 0.666 -1.036
C2 1.007 -0.429 -0.195
C3 0.132 0.816 -0.065
C4 -0.858 0.802 1.097
C5 -2.276 0.485 0.542
N1 3.320 0.630 -0.123
N2 1.848 -0.764 0.806
N3 2.924 -0.247 0.935
N4 0.375 -1.695 -0.596
O1 -2.128 -0.695 -0.261
H1 2.265 1.238 -1.898
H2 0.744 1.654 -0.043
H3 -0.308 0.971 -1.007
H4 -0.450 0.130 1.786
H5 -0.830 1.899 1.590
H6 -3.117 0.422 1.232
H7 -2.677 1.352 -0.054
H8 0.679 -2.583 -0.016
H9 0.592 -2.040 -1.508
H10 -0.704 -1.520 -0.719
H11 -3.035 -1.092 -0.466


Which structure loses on stability? w does.


--- w ---
A 13-piece molecular cluster, C4H32NO15 overall. Source: the Open Molecules 2025 dataset; level of theory: wB97M-V/def2-TZVPD.

The value obtained for the HOMO energy is -13.29 eV. The net charge is +1. The LUMO energy comes out at -2.53 eV. The molecular weight comes out at 334.3 g/mol. The HOMO-LUMO gap is 10.76 eV.

Element x y z (Å)
O1 -1.891 0.621 -2.084
C1 -0.772 1.042 -2.000
C2 -0.012 1.182 -0.602
C3 1.497 1.217 -0.703
C4 2.055 2.671 -0.827
O2 3.262 2.599 -0.274
O3 1.559 3.689 -1.238
N1 -0.556 0.025 0.261
H1 -0.112 1.375 -2.821
H2 -0.405 2.174 -0.212
H3 1.877 0.524 -1.556
H4 1.994 0.786 0.145
H5 3.624 3.404 0.172
H6 -1.467 -0.245 -0.167
H7 0.138 -0.748 0.233
H8 -0.672 0.469 1.189
H9 5.046 -0.464 1.392
H10 3.670 -0.601 0.595
O4 4.604 -0.805 0.619
H11 -0.981 -3.225 -2.219
H12 0.338 -3.821 -1.579
O5 -0.124 -3.016 -1.861
H13 1.279 -2.290 -0.827
H14 2.157 -2.134 0.461
O6 1.518 -1.708 -0.102
H15 -3.778 1.108 -0.746
H16 -4.185 2.517 -1.027
O7 -4.228 1.842 -0.297
H17 0.569 3.544 -2.744
H18 -0.750 3.734 -3.616
O8 -0.110 3.108 -3.255
H19 1.983 -2.650 2.444
H20 3.195 -3.415 2.368
O9 2.308 -3.494 2.804
H21 -3.456 -3.410 -1.860
H22 -3.474 -1.839 -2.056
O10 -2.963 -2.611 -1.683
H23 4.172 -2.492 0.127
H24 3.882 -3.198 -1.142
O11 3.591 -3.234 -0.218
H25 -1.455 -1.644 3.242
H26 -0.858 -0.225 3.236
O12 -0.609 -1.123 3.333
H27 -2.448 3.588 1.702
H28 -2.875 2.335 0.651
O13 -2.157 2.886 1.136
H29 -1.678 2.290 2.621
H30 -0.843 2.041 4.044
O14 -1.013 1.803 3.140
H31 -4.073 -1.335 1.142
H32 -3.148 -1.647 -0.087
O15 -3.222 -1.197 0.750


--- x ---
A 13-piece molecular cluster, C4H32NO15 overall. Source: the Open Molecules 2025 dataset; level of theory: wB97M-V/def2-TZVPD.

The value obtained for the HOMO energy is -12.98 eV. The net charge is +1. The LUMO energy comes out at -2.35 eV. The molecular weight comes out at 334.3 g/mol. The HOMO-LUMO gap is 10.64 eV.

Element x y z (Å)
O1 1.975 -1.557 -2.964
C1 1.861 -1.326 -1.799
O2 2.494 -2.062 -0.839
C2 1.034 -0.256 -1.106
C3 0.126 0.435 -2.125
C4 -0.571 1.634 -1.510
O3 -0.835 1.637 -0.325
N1 0.231 -0.838 0.026
H1 3.014 -2.821 -1.167
H2 1.744 0.505 -0.717
H3 0.710 0.743 -3.006
H4 -0.672 -0.244 -2.512
H5 -0.840 2.454 -2.179
H6 0.780 -1.209 0.790
H7 -0.344 -0.112 0.404
H8 -0.407 -1.661 -0.333
H9 2.021 -0.702 3.117
H10 2.600 -0.217 1.754
O4 1.772 -0.258 2.293
H11 0.491 3.140 1.559
H12 1.534 4.209 1.715
O5 0.889 3.904 1.073
H13 -1.577 1.168 1.897
H14 -1.783 -0.426 2.193
O6 -2.234 0.467 1.953
H15 -0.863 -2.400 2.891
H16 -1.853 -2.428 1.634
O7 -1.016 -1.935 2.075
H17 1.594 3.767 -1.854
H18 1.246 3.257 -0.420
O8 1.502 2.952 -1.348
H19 -3.535 -0.973 -2.861
H20 -3.357 -0.527 -1.433
O9 -2.888 -0.730 -2.229
H21 -3.824 -3.580 0.954
H22 -3.615 -2.054 0.547
O10 -3.142 -2.911 0.777
H23 4.426 1.873 -1.671
H24 2.962 2.016 -1.272
O11 3.681 1.425 -1.238
H25 -0.110 1.972 3.436
H26 0.634 1.069 2.422
O12 0.058 1.785 2.483
H27 -4.816 -0.018 0.377
H28 -3.280 0.034 0.758
O13 -3.996 -0.425 0.197
H29 -1.935 -2.035 -1.769
H30 -1.985 -3.062 -0.563
O14 -1.318 -2.619 -1.175
H31 3.972 0.377 0.160
H32 3.600 -1.076 0.169
O15 3.846 -0.364 0.760


Which structure loses on stability? w does.